258
Properties=species:S:1:pos:R:3:mulliken_charge:R:1 method="wB97M-V/def2-TZVPD" smiles="CC1(C)CCCC(C)(C)N1O.CC1(C)CCCC(C)(C)N1O.CC1(C)CCCC(C)(C)N1O.CC1(C)CCCC(C)(C)N1O.CC1(C)CCCC(C)(C)N1O.CC1(C)CCCC(C)(C)N1O.CCOP(=O)(OCC)OCC.CCOP(=O)(OCC)OCC.CCOP(=O)(OCC)OCC" gap_ev=8.37 energy_ha=-5545.6914 homo_ev=-8.02
C 2.241 -3.400 -0.853 0.09
C 3.102 -4.294 0.096 0.93
C 2.744 -5.795 -0.022 -1.30
C 4.569 -4.021 -0.285 -1.06
C 5.498 -4.632 0.804 -0.94
C 5.213 -3.801 2.109 -1.21
C 3.737 -4.000 2.600 1.70
C 3.619 -5.445 3.176 -1.75
C 3.420 -2.953 3.657 -1.48
N 2.905 -3.676 1.424 0.68
O 1.535 -3.822 1.826 0.35
H 1.160 -3.578 -0.754 -0.49
H 2.371 -2.381 -0.456 -0.66
H 2.660 -3.489 -1.880 0.62
H 1.696 -5.984 0.199 0.04
H 2.880 -6.076 -1.065 0.41
H 3.376 -6.364 0.682 0.35
H 4.691 -4.559 -1.222 0.56
H 4.735 -2.946 -0.438 0.19
H 5.242 -5.691 0.948 0.39
H 6.532 -4.603 0.484 0.44
H 5.417 -2.754 1.753 0.20
H 5.859 -3.939 2.959 0.54
H 4.163 -6.100 2.528 0.47
H 2.556 -5.741 3.234 0.09
H 4.096 -5.354 4.132 0.59
H 3.524 -1.964 3.228 0.26
H 4.132 -3.123 4.462 0.70
H 2.397 -3.059 4.013 -0.31
H 1.306 -2.890 2.075 0.19
C 3.121 -1.503 -4.837 -1.83
C 2.608 -0.275 -4.114 2.31
C 1.392 -0.669 -3.289 -0.44
C 3.726 0.184 -3.141 -1.59
C 3.468 1.573 -2.596 1.04
C 3.448 2.500 -3.856 -2.07
C 2.296 2.163 -4.817 1.48
C 0.966 2.619 -4.099 -0.88
C 2.405 2.980 -6.100 -1.94
N 2.308 0.772 -5.090 0.30
O 1.214 0.445 -5.892 -0.54
H 4.046 -1.183 -5.274 0.57
H 3.322 -2.304 -4.137 0.18
H 2.459 -1.904 -5.608 0.26
H 1.102 0.255 -2.747 -0.27
H 0.557 -1.049 -3.897 0.25
H 1.731 -1.403 -2.537 -0.39
H 3.857 -0.575 -2.364 0.02
H 4.669 0.233 -3.642 0.50
H 2.539 1.704 -2.021 -0.74
H 4.271 1.897 -1.934 0.56
H 4.403 2.489 -4.343 0.37
H 3.334 3.584 -3.753 0.54
H 1.249 3.688 -3.898 0.27
H 0.792 2.172 -3.134 -0.12
H 0.144 2.454 -4.800 0.48
H 1.465 2.830 -6.637 0.40
H 3.266 2.672 -6.728 0.43
H 2.426 4.019 -5.760 0.39
H 1.563 0.076 -6.751 0.38
C 2.974 6.958 2.100 -1.48
C 3.543 6.593 0.718 3.53
C 3.130 5.167 0.331 -2.70
C 2.866 7.567 -0.295 -1.94
C 3.265 8.984 -0.193 -0.77
C 4.738 9.003 -0.336 -1.61
C 5.534 8.204 0.731 1.82
C 6.966 8.161 0.200 -2.00
C 5.547 8.842 2.128 -1.66
N 4.988 6.801 0.613 0.04
O 5.691 6.042 1.607 -0.47
H 3.289 6.224 2.820 0.10
H 3.287 7.945 2.418 0.29
H 1.898 6.913 2.035 0.33
H 3.448 4.987 -0.701 0.80
H 3.597 4.430 0.969 0.32
H 2.063 5.057 0.308 0.14
H 3.178 7.262 -1.284 0.54
H 1.797 7.417 -0.209 0.25
H 2.677 9.558 -0.892 0.45
H 2.989 9.395 0.782 0.25
H 5.206 9.966 -0.369 0.55
H 5.023 8.636 -1.336 0.44
H 6.914 7.741 -0.820 0.44
H 7.605 7.476 0.774 0.35
H 7.338 9.187 0.192 0.48
H 4.637 9.389 2.267 0.36
H 6.459 9.473 2.209 0.44
H 5.674 8.048 2.838 0.33
H 6.001 5.309 1.074 0.35
C 1.085 6.028 5.003 -1.22
C 1.362 4.828 6.067 1.58
C 1.461 5.391 7.484 -1.94
C 0.182 3.809 6.052 -1.67
C 0.223 2.890 4.852 1.37
C 1.548 2.120 5.000 -2.22
C 2.765 3.011 4.861 2.59
C 4.084 2.194 5.272 -1.67
C 2.954 3.551 3.493 -2.12
N 2.583 4.104 5.879 0.13
O 3.698 4.999 5.803 -0.47
H 1.088 5.699 3.943 -0.09
H 0.109 6.381 5.335 0.53
H 1.862 6.787 5.166 0.38
H 2.395 5.981 7.563 0.42
H 0.591 6.026 7.645 0.39
H 1.439 4.560 8.204 0.42
H 0.200 3.214 6.952 0.39
H -0.757 4.391 6.011 0.44
H -0.597 2.173 4.792 -0.27
H 0.150 3.503 3.916 -0.53
H 1.676 1.266 4.324 0.50
H 1.499 1.712 6.005 0.61
H 3.778 1.261 5.782 0.38
H 4.728 2.847 5.857 0.27
H 4.615 1.866 4.354 0.33
H 3.215 2.777 2.773 -0.04
H 3.775 4.257 3.506 0.97
H 2.066 4.107 3.270 0.14
H 4.066 4.908 6.704 0.40
C -2.905 -7.420 -3.317 -1.70
C -2.250 -6.155 -2.696 1.13
C -3.220 -5.459 -1.670 -0.87
C -0.972 -6.524 -1.838 -0.61
C 0.220 -6.930 -2.691 -0.96
C 0.614 -5.741 -3.595 -0.77
C -0.567 -5.358 -4.534 1.91
C -0.164 -4.065 -5.213 -2.47
C -0.738 -6.437 -5.615 -1.91
N -1.769 -5.130 -3.692 1.52
O -2.863 -4.844 -4.523 -0.50
H -3.628 -7.785 -2.593 0.53
H -3.532 -7.118 -4.166 0.28
H -2.190 -8.176 -3.618 0.30
H -3.640 -6.184 -0.942 0.55
H -2.579 -4.740 -1.155 0.04
H -4.051 -4.956 -2.177 -0.22
H -0.651 -5.646 -1.197 -0.53
H -1.304 -7.366 -1.250 0.62
H 1.014 -7.165 -2.004 0.51
H -0.032 -7.863 -3.252 0.46
H 1.511 -5.865 -4.211 0.57
H 0.752 -4.863 -2.941 -0.33
H 0.024 -3.268 -4.502 0.51
H -1.066 -3.794 -5.799 0.37
H 0.691 -4.222 -5.956 0.46
H 0.169 -6.383 -6.212 0.53
H -1.652 -6.254 -6.195 0.23
H -0.694 -7.390 -5.110 0.38
H -2.892 -3.906 -4.664 0.08
C -5.987 -1.137 -1.997 -2.04
C -5.586 -1.704 -3.374 1.88
C -4.052 -1.944 -3.417 0.12
C -6.422 -3.027 -3.565 -1.14
C -6.389 -3.518 -4.989 0.06
C -6.936 -2.436 -5.932 -1.39
C -6.028 -1.138 -5.888 1.59
C -4.750 -1.432 -6.567 -1.55
C -6.822 0.002 -6.654 -2.04
N -6.019 -0.767 -4.484 0.10
O -5.424 0.518 -4.249 -0.45
H -5.377 -0.285 -1.732 0.07
H -6.999 -0.758 -2.112 0.55
H -5.941 -1.900 -1.227 0.42
H -3.571 -0.992 -3.268 -0.21
H -3.709 -2.493 -2.548 0.33
H -3.755 -2.413 -4.334 -0.90
H -5.924 -3.777 -2.948 0.12
H -7.474 -2.910 -3.286 0.34
H -5.394 -3.847 -5.257 -0.05
H -7.010 -4.390 -5.035 0.48
H -7.960 -2.147 -5.759 0.37
H -6.825 -2.717 -6.984 0.48
H -4.010 -0.624 -6.499 0.28
H -4.988 -1.579 -7.616 0.57
H -4.218 -2.384 -6.268 0.20
H -7.037 -0.274 -7.685 0.38
H -6.224 0.907 -6.618 0.40
H -7.701 0.211 -6.082 0.48
H -4.467 0.282 -4.294 0.40
C -0.294 7.567 -2.188 -1.22
C -1.361 6.469 -1.897 -0.39
O -1.043 5.718 -0.683 -0.03
P -2.018 4.681 -0.053 -0.38
O -1.456 3.863 0.992 0.39
O -3.273 5.634 0.366 -0.37
C -4.510 5.120 0.713 -0.34
C -4.615 4.425 2.060 -0.40
O -2.628 3.825 -1.190 -0.26
C -2.087 2.541 -1.525 0.85
C -3.177 1.478 -1.623 -0.74
H 0.600 7.031 -2.481 0.25
H -0.718 8.147 -3.018 0.46
H -0.242 8.253 -1.356 0.31
H -2.343 6.819 -1.688 0.48
H -1.498 5.774 -2.722 0.28
H -5.125 6.036 0.737 0.30
H -4.857 4.465 -0.106 0.26
H -3.858 3.626 2.053 -0.37
H -4.232 5.006 2.860 0.36
H -5.621 4.080 2.280 0.44
H -1.648 2.716 -2.486 0.29
H -1.296 2.267 -0.798 -0.44
H -3.951 1.849 -2.324 0.56
H -2.654 0.591 -2.074 -0.37
H -3.636 1.182 -0.683 -0.01
C 0.063 -4.670 4.821 -0.77
C -1.191 -4.673 3.933 -0.08
O -2.072 -5.751 4.316 -0.33
P -3.154 -5.296 5.336 1.32
O -2.671 -4.631 6.539 -0.78
O -4.158 -4.497 4.430 -0.28
C -5.173 -3.747 5.114 -0.49
C -4.971 -2.259 5.116 -0.96
O -4.000 -6.571 5.703 -0.47
C -3.394 -7.556 6.542 -0.39
C -2.203 -8.290 5.962 -0.87
H 0.714 -5.458 4.477 0.18
H 0.578 -3.704 4.754 -0.20
H -0.150 -4.821 5.874 0.53
H -1.766 -3.739 4.076 0.21
H -1.012 -4.809 2.845 0.19
H -6.060 -3.955 4.542 0.40
H -5.268 -4.165 6.144 0.38
H -4.838 -2.004 4.085 0.10
H -5.836 -1.773 5.605 0.41
H -4.111 -2.003 5.706 0.33
H -3.210 -7.106 7.489 0.32
H -4.194 -8.292 6.751 0.30
H -1.910 -9.138 6.572 0.41
H -2.413 -8.620 4.898 0.21
H -1.353 -7.662 5.897 0.22
C 2.543 0.619 1.103 -1.05
C 1.160 1.288 1.156 0.49
O 0.073 0.431 0.700 1.49
P -0.469 -0.597 1.746 0.01
O 0.524 -1.441 2.429 -1.15
O -1.602 -1.344 1.002 -1.07
C -1.403 -2.568 0.240 1.06
C -1.117 -2.222 -1.224 1.96
O -1.323 0.235 2.749 -0.11
C -2.489 1.012 2.319 0.74
C -3.428 0.972 3.558 -1.05
H 2.499 -0.174 0.363 -0.03
H 3.226 1.333 0.672 0.46
H 2.881 0.251 2.066 0.03
H 0.955 1.547 2.205 -0.52
H 1.069 2.094 0.480 0.17
H -0.563 -3.092 0.712 -0.77
H -2.373 -3.079 0.332 0.27
H -1.087 -3.140 -1.786 -0.24
H -1.944 -1.592 -1.573 -1.23
H -0.209 -1.655 -1.374 -0.02
H -2.013 1.970 2.192 -0.13
H -3.014 0.618 1.434 -0.04
H -3.955 -0.004 3.579 -0.01
H -2.791 1.066 4.465 0.28
H -4.176 1.796 3.596 0.24